No. 1
{
  "formula": "C5H13N3",
  "method": "wB97M-V/def2-TZVPD",
  "largest_force_ha_per_bohr": 0.097,
  "orbital_gap_ev": [8.215, 8.426],
  "homo_energy_ha": [-0.620, -0.627],
  "e_above_lowest_kj_mol": 540.5,
  "total_charge": 2,
  "elements": ["C", "C", "C", "C", "C", "N", "N", "N", "H", "H", "H", "H", "H", "H", "H", "H", "H", "H", "H", "H", "H"],
  "coordinates": [[0.380, 0.712, 1.319], [-0.076, 0.226, -2.553], [-1.555, 0.027, -1.961], [-0.367, -0.780, -1.556], [0.855, 0.366, 3.639], [0.765, 1.855, 0.850], [0.126, 0.118, 2.446], [-0.234, -2.178, -1.776], [0.179, -0.052, -3.501], [0.442, 1.077, -2.453], [-1.735, 0.973, -1.572], [-2.301, -0.327, -2.647], [1.506, 1.235, 3.573], [1.201, -0.646, 3.920], [0.354, 0.848, 4.474], [1.023, 2.114, -0.081], [0.623, 2.668, 1.461], [-0.698, -0.468, 2.373], [0.105, -2.479, -2.777], [-1.125, -2.739, -1.946], [0.534, -2.550, -1.230]]
}

No. 2
{
  "formula": "C11H16Si",
  "method": "wB97M-V/def2-TZVPD",
  "largest_force_ha_per_bohr": 0.094,
  "orbital_gap_ev": [8.125, 7.080],
  "homo_energy_ha": [-0.323, -0.264],
  "e_above_lowest_kj_mol": 632.3,
  "total_charge": 0,
  "elements": ["C", "C", "C", "C", "C", "C", "C", "C", "C", "C", "C", "Si", "H", "H", "H", "H", "H", "H", "H", "H", "H", "H", "H", "H", "H", "H", "H", "H"],
  "coordinates": [[-2.884, 3.541, 0.900], [-3.405, 2.347, 0.645], [-1.493, 3.791, 0.717], [-2.645, 1.334, 0.132], [-0.662, 2.775, 0.196], [-1.217, 1.485, -0.011], [2.674, -1.306, 1.750], [1.955, -0.308, 2.186], [2.868, -1.830, 0.357], [0.098, -0.947, -3.415], [-0.751, -0.904, -2.088], [-0.029, 0.169, -0.604], [-3.456, 4.325, 1.415], [-4.452, 2.254, 1.023], [-0.968, 4.626, 1.291], [-3.100, 0.368, -0.014], [0.413, 2.888, 0.055], [3.525, -1.703, 2.250], [1.182, 0.301, 1.764], [2.933, -2.957, 0.304], [3.710, -1.349, -0.049], [1.998, -1.337, -0.283], [-0.534, -1.277, -4.246], [0.573, -0.051, -3.721], [1.053, -1.635, -3.220], [-0.873, -1.942, -1.716], [-1.696, -0.530, -2.387], [1.176, 0.942, -0.974]]
}

No. 3
{
  "formula": "C13H31F3N6O14PS2",
  "method": "wB97M-V/def2-TZVPD",
  "largest_force_ha_per_bohr": 0.070,
  "orbital_gap_ev": 7.743,
  "homo_energy_ha": -0.443,
  "total_charge": 1,
  "elements": ["C", "C", "O", "O", "C", "C", "C", "C", "S", "P", "S", "C", "F", "F", "F", "H", "H", "H", "H", "H", "H", "H", "H", "H", "H", "H", "H", "H", "C", "N", "O", "O", "H", "H", "H", "C", "N", "O", "O", "H", "H", "H", "C", "N", "O", "O", "H", "H", "H", "C", "N", "O", "O", "H", "H", "H", "C", "N", "O", "O", "H", "H", "H", "C", "N", "O", "O", "H", "H", "H"],
  "coordinates": [[0.484, -1.171, 1.589], [0.806, -2.204, 0.500], [-0.020, -2.821, -0.032], [2.147, -2.311, 0.174], [2.684, -3.618, 0.472], [3.922, -3.789, -0.439], [5.171, -3.075, 0.188], [5.734, -1.979, -0.754], [4.486, -0.630, -0.975], [4.701, 0.063, -3.036], [4.686, 1.972, -3.263], [4.962, 0.677, 0.241], [5.619, 0.072, 1.222], [5.739, 1.598, -0.221], [3.866, 1.143, 0.763], [-0.551, -1.344, 1.894], [1.205, -1.311, 2.406], [0.642, -0.172, 1.153], [1.928, -4.387, 0.259], [3.022, -3.705, 1.518], [3.729, -3.439, -1.462], [4.162, -4.863, -0.497], [5.984, -3.782, 0.408], [4.841, -2.623, 1.137], [5.828, -2.437, -1.754], [6.697, -1.573, -0.419], [5.837, -0.607, -3.560], [3.583, -0.459, -3.708], [-2.845, -4.107, 0.604], [-3.706, -5.291, 0.333], [-4.233, -5.833, 1.284], [-3.818, -5.630, -0.830], [-2.836, -3.920, 1.673], [-1.848, -4.338, 0.244], [-3.269, -3.263, 0.067], [-0.759, 2.820, 1.798], [-1.651, 1.652, 1.558], [-2.157, 1.123, 2.529], [-1.810, 1.311, 0.404], [-0.711, 3.010, 2.866], [0.223, 2.567, 1.406], [-1.187, 3.669, 1.271], [1.955, -3.847, -5.325], [3.049, -3.439, -4.402], [3.567, -4.293, -3.723], [3.357, -2.251, -4.390], [1.798, -4.915, -5.224], [1.063, -3.294, -5.039], [2.268, -3.592, -6.334], [-2.514, 2.075, 5.857], [-1.037, 1.895, 5.859], [-0.347, 2.892, 5.736], [-0.621, 0.761, 5.980], [-2.736, 3.130, 5.740], [-2.907, 1.501, 5.022], [-2.896, 1.703, 6.804], [-4.032, 2.551, -2.246], [-4.004, 3.779, -1.405], [-4.478, 4.794, -1.873], [-3.504, 3.676, -0.301], [-4.502, 2.790, -3.193], [-3.004, 2.231, -2.391], [-4.603, 1.800, -1.707], [-6.247, 7.149, -0.313], [-7.366, 8.127, -0.398], [-8.449, 7.781, 0.032], [-7.113, 9.206, -0.896], [-6.615, 6.239, 0.149], [-5.901, 6.957, -1.324], [-5.464, 7.600, 0.291]]
}

No. 4
{
  "formula": "C7H9NO",
  "method": "wB97M-V/def2-TZVPD",
  "largest_force_ha_per_bohr": 0.080,
  "smiles": "C=C1CC[C@H]2[C@@H]1N2C=O",
  "orbital_gap_ev": 10.334,
  "homo_energy_ha": -0.350,
  "e_above_lowest_kj_mol": 284.0,
  "total_charge": 0,
  "elements": ["C", "C", "C", "C", "C", "C", "N", "C", "O", "H", "H", "H", "H", "H", "H", "H", "H", "H"],
  "coordinates": [[1.542, 0.391, -1.760], [0.671, 0.053, -0.833], [-0.860, -0.019, -1.025], [-1.382, -0.937, 0.061], [-0.288, -1.191, 0.992], [0.951, -0.526, 0.503], [0.275, 0.061, 1.560], [0.066, 1.357, 1.769], [-1.040, 1.835, 2.150], [1.174, 0.845, -2.698], [2.616, 0.538, -1.756], [-1.012, -0.223, -2.162], [-1.258, 1.036, -0.853], [-1.897, -1.810, -0.397], [-2.261, -0.507, 0.675], [-0.295, -2.049, 1.581], [1.998, -0.810, 0.737], [1.001, 1.955, 1.455]]
}

No. 5
{
  "formula": "C8H22NO4S",
  "method": "wB97M-V/def2-TZVPD",
  "largest_force_ha_per_bohr": 0.018,
  "orbital_gap_ev": 9.932,
  "homo_energy_ha": -0.485,
  "total_charge": 1,
  "elements": ["C", "O", "C", "C", "C", "C", "N", "H", "H", "H", "H", "H", "H", "H", "H", "H", "H", "H", "H", "H", "H", "O", "S", "O", "O", "C", "C", "C", "H", "H", "H", "H", "H", "H", "H", "H"],
  "coordinates": [[2.581, 2.154, 0.368], [2.068, 1.945, -0.939], [0.675, 1.995, -1.030], [-0.042, 3.184, -0.355], [-0.896, 2.674, 0.821], [-2.300, 2.287, 0.388], [-2.322, 0.866, -0.156], [2.713, 3.217, 0.557], [1.942, 1.729, 1.139], [3.562, 1.704, 0.439], [0.441, 2.004, -2.091], [0.208, 1.082, -0.637], [0.608, 4.000, -0.072], [-0.716, 3.586, -1.105], [-0.985, 3.413, 1.611], [-0.425, 1.810, 1.280], [-2.971, 2.294, 1.239], [-2.695, 2.942, -0.374], [-1.913, 0.207, 0.510], [-3.294, 0.583, -0.294], [-1.830, 0.779, -1.049], [-0.629, -1.433, -1.049], [0.505, -2.328, -0.976], [0.553, -3.504, -1.778], [0.732, -2.713, 0.550], [-0.367, -3.307, 1.278], [-0.618, -4.752, 0.898], [1.985, -1.414, -1.217], [-1.264, -2.697, 1.145], [-0.077, -3.239, 2.325], [-0.958, -4.841, -0.133], [-1.382, -5.180, 1.546], [0.297, -5.335, 0.995], [1.960, -0.526, -0.592], [2.020, -1.135, -2.268], [2.833, -2.048, -0.972]]
}

No. 6
{
  "formula": "C13H16I2N5OS2SeSr",
  "method": "wB97M-V/def2-TZVPD",
  "largest_force_ha_per_bohr": 0.062,
  "orbital_gap_ev": 5.665,
  "homo_energy_ha": -0.145,
  "e_above_lowest_kj_mol": 0.0,
  "total_charge": -1,
  "elements": ["Sr", "C", "S", "C", "S", "N", "N", "C", "C", "C", "C", "C", "C", "N", "H", "H", "H", "H", "H", "H", "H", "H", "N", "C", "O", "C", "C", "H", "H", "H", "H", "H", "H", "I", "C", "I", "H", "H", "Se", "C", "N"],
  "coordinates": [[0.154, -1.769, 0.108], [3.064, 2.501, -2.437], [1.634, 1.692, -3.181], [0.717, 1.329, -1.729], [-0.645, 0.208, -1.838], [0.995, 1.893, -0.618], [0.391, 1.235, 0.440], [-0.046, 1.905, 1.416], [-0.709, 1.132, 2.491], [-1.047, 1.723, 3.696], [-1.641, 0.934, 4.671], [-1.883, -0.398, 4.396], [-1.526, -0.898, 3.147], [-0.954, -0.151, 2.214], [2.868, 3.555, -2.260], [3.891, 2.387, -3.136], [3.291, 2.015, -1.489], [0.023, 2.991, 1.480], [-0.826, 2.768, 3.872], [-1.904, 1.355, 5.633], [-2.341, -1.050, 5.126], [-1.703, -1.937, 2.884], [3.650, -1.238, -2.245], [2.447, -1.151, -1.622], [2.297, -0.638, -0.533], [1.359, -1.851, -2.367], [-0.013, -1.271, -2.610], [4.455, -0.863, -1.771], [3.752, -1.606, -3.170], [1.297, -2.855, -1.935], [1.756, -2.055, -3.360], [-0.786, -1.981, -2.335], [-0.137, -1.159, -3.685], [-0.556, -4.807, 1.161], [1.492, -2.110, 2.389], [2.597, -0.348, 3.163], [2.303, -2.847, 2.383], [0.888, -2.358, 3.267], [-3.674, -1.409, -2.836], [-2.937, -1.658, -1.198], [-2.426, -1.812, -0.162]]
}

Repeat the sixth record exactly.
{
  "formula": "C13H16I2N5OS2SeSr",
  "method": "wB97M-V/def2-TZVPD",
  "largest_force_ha_per_bohr": 0.062,
  "orbital_gap_ev": 5.665,
  "homo_energy_ha": -0.145,
  "e_above_lowest_kj_mol": 0.0,
  "total_charge": -1,
  "elements": ["Sr", "C", "S", "C", "S", "N", "N", "C", "C", "C", "C", "C", "C", "N", "H", "H", "H", "H", "H", "H", "H", "H", "N", "C", "O", "C", "C", "H", "H", "H", "H", "H", "H", "I", "C", "I", "H", "H", "Se", "C", "N"],
  "coordinates": [[0.154, -1.769, 0.108], [3.064, 2.501, -2.437], [1.634, 1.692, -3.181], [0.717, 1.329, -1.729], [-0.645, 0.208, -1.838], [0.995, 1.893, -0.618], [0.391, 1.235, 0.440], [-0.046, 1.905, 1.416], [-0.709, 1.132, 2.491], [-1.047, 1.723, 3.696], [-1.641, 0.934, 4.671], [-1.883, -0.398, 4.396], [-1.526, -0.898, 3.147], [-0.954, -0.151, 2.214], [2.868, 3.555, -2.260], [3.891, 2.387, -3.136], [3.291, 2.015, -1.489], [0.023, 2.991, 1.480], [-0.826, 2.768, 3.872], [-1.904, 1.355, 5.633], [-2.341, -1.050, 5.126], [-1.703, -1.937, 2.884], [3.650, -1.238, -2.245], [2.447, -1.151, -1.622], [2.297, -0.638, -0.533], [1.359, -1.851, -2.367], [-0.013, -1.271, -2.610], [4.455, -0.863, -1.771], [3.752, -1.606, -3.170], [1.297, -2.855, -1.935], [1.756, -2.055, -3.360], [-0.786, -1.981, -2.335], [-0.137, -1.159, -3.685], [-0.556, -4.807, 1.161], [1.492, -2.110, 2.389], [2.597, -0.348, 3.163], [2.303, -2.847, 2.383], [0.888, -2.358, 3.267], [-3.674, -1.409, -2.836], [-2.937, -1.658, -1.198], [-2.426, -1.812, -0.162]]
}

What is the formula in the fifth record?
C8H22NO4S